{"formula": "C32H96N8O12", "method": "ωB97M-V with the def2-TZVPD basis set", "symbols": ["C", "C", "C", "O", "C", "N", "H", "H", "H", "H", "H", "H", "H", "H", "H", "H", "H", "C", "C", "C", "O", "C", "N", "H", "H", "H", "H", "H", "H", "H", "H", "H", "H", "H", "C", "C", "C", "O", "C", "N", "H", "H", "H", "H", "H", "H", "H", "H", "H", "H", "H", "C", "C", "C", "O", "C", "N", "H", "H", "H", "H", "H", "H", "H", "H", "H", "H", "H", "C", "C", "C", "O", "C", "N", "H", "H", "H", "H", "H", "H", "H", "H", "H", "H", "H", "C", "C", "C", "O", "C", "N", "H", "H", "H", "H", "H", "H", "H", "H", "H", "H", "H", "C", "C", "C", "O", "C", "N", "H", "H", "H", "H", "H", "H", "H", "H", "H", "H", "H", "C", "C", "C", "O", "C", "N", "H", "H", "H", "H", "H", "H", "H", "H", "H", "H", "H", "O", "H", "H", "O", "H", "H", "O", "H", "H", "O", "H", "H"], "coordinates": [[4.823960, -2.963205, 4.648989], [5.559430, -3.151455, 3.376869], [6.191180, -1.768835, 2.848529], [5.289490, -0.686995, 2.921569], [4.085400, -0.758135, 2.240769], [6.524380, -4.150215, 3.703719], [3.838240, -2.616655, 4.338569], [5.321990, -2.261405, 5.317979], [4.668660, -3.887745, 5.205049], [4.851930, -3.566915, 2.659279], [6.573300, -1.854935, 1.831339], [7.099930, -1.555865, 3.411469], [4.175510, -0.635965, 1.161399], [3.348050, -0.176055, 2.793589], [3.722480, -1.785125, 2.281679], [7.140480, -3.830635, 4.437469], [7.116840, -4.360565, 2.913239], [0.261440, -2.050185, -1.350911], [0.919620, -0.694105, -1.193141], [-0.167860, 0.425315, -0.989271], [-0.777740, 0.678595, -2.259881], [-1.669500, 1.740475, -2.247171], [1.732420, -0.706185, 0.009839], [-0.425250, -2.057265, -2.197381], [-0.400400, -2.344165, -0.536271], [0.905880, -2.913815, -1.515021], [1.510540, -0.521415, -2.092641], [0.308200, 1.324365, -0.597911], [-0.986200, 0.183335, -0.311141], [-1.067380, 2.631935, -2.422801], [-2.285220, 1.891845, -1.360561], [-2.379170, 1.737725, -3.074491], [1.936330, 0.269705, 0.171609], [1.124060, -1.034585, 0.746149], [3.219310, 2.805855, -0.398751], [2.888690, 3.952275, -1.464151], [1.942780, 3.550015, -2.589361], [1.464800, 4.722145, -3.278991], [0.600270, 4.440255, -4.352311], [2.320370, 5.045135, -0.680381], [3.488640, 3.317305, 0.525359], [4.025530, 2.177385, -0.777091], [2.343060, 2.185275, -0.211221], [3.714970, 4.413075, -2.005461], [1.105300, 2.929695, -2.270091], [2.589360, 2.953745, -3.233181], [0.511350, 5.304855, -5.010071], [-0.363290, 4.196945, -3.904571], [0.881300, 3.539205, -4.897501], [1.515100, 4.696375, -0.180381], [1.847330, 5.338645, -1.523111], [4.408110, -8.921465, 1.763979], [4.891940, -7.521505, 2.133779], [3.834070, -6.389995, 2.095759], [3.333820, -6.139205, 0.813789], [2.008320, -5.571895, 0.810619], [5.339160, -7.723645, 3.527459], [3.932330, -9.009795, 0.787279], [3.664740, -9.251225, 2.489749], [5.203630, -9.665475, 1.805049], [5.750300, -7.183405, 1.553259], [4.297070, -5.475195, 2.465719], [2.999100, -6.626485, 2.755299], [1.333520, -6.193775, 1.398839], [1.622080, -5.333835, -0.180471], [2.108700, -4.589135, 1.271269], [5.692460, -6.868445, 3.932299], [4.523810, -7.945205, 4.080819], [1.247060, -2.480925, 4.208309], [-0.163620, -1.944645, 4.410089], [-0.709810, -1.562425, 3.039059], [0.187710, -0.584055, 2.424939], [0.358840, 0.734755, 3.149709], [-0.924000, -3.115885, 4.930729], [1.808220, -1.690255, 3.710289], [1.229680, -3.407305, 3.634189], [1.696010, -2.651735, 5.186759], [-0.237930, -1.090925, 5.083709], [-1.731420, -1.182595, 3.050419], [-0.663380, -2.388425, 2.329369], [0.683470, 1.578385, 2.540609], [1.057870, 0.714545, 3.985799], [-0.646330, 0.895835, 3.539319], [-1.245390, -2.899465, 5.863459], [-1.754570, -3.106045, 4.356139], [-5.172320, 1.624695, 2.826099], [-4.037630, 1.843135, 1.897009], [-4.363550, 2.798975, 0.687029], [-5.084520, 2.145265, -0.309531], [-5.380630, 2.875955, -1.457261], [-2.853370, 2.347615, 2.585269], [-6.030600, 1.344605, 2.215349], [-5.376660, 2.469415, 3.483959], [-4.979880, 0.759755, 3.460889], [-3.764530, 0.848795, 1.543739], [-3.433860, 3.159305, 0.246649], [-4.886280, 3.712185, 0.971469], [-4.503690, 2.968945, -2.097911], [-5.883480, 3.832405, -1.314291], [-6.123170, 2.310105, -2.019881], [-3.212670, 3.181595, 3.027399], [-2.871850, 1.726515, 3.381509], [-6.086310, 6.848025, -1.308541], [-5.024220, 7.849225, -1.808981], [-4.224050, 7.270095, -2.979821], [-3.512420, 6.089185, -2.457101], [-2.756490, 5.369215, -3.453971], [-5.781160, 9.054825, -2.099911], [-6.825240, 7.368045, -0.698901], [-5.615660, 6.070895, -0.706331], [-6.602310, 6.396715, -2.155991], [-4.167260, 7.954545, -1.143671], [-3.457390, 7.978525, -3.293601], [-4.779480, 7.091775, -3.900581], [-3.349370, 5.195595, -4.351991], [-2.678540, 4.387515, -2.986761], [-1.800830, 5.818475, -3.724131], [-5.268810, 9.792755, -2.561491], [-5.877020, 9.517445, -1.207221], [-3.363100, -1.706205, 0.350169], [-3.447040, -1.245115, -1.092121], [-3.560890, -2.509305, -1.970191], [-3.715330, -2.277855, -3.346151], [-2.599510, -1.758955, -3.988511], [-4.661820, -0.507205, -1.384341], [-2.507100, -2.363965, 0.500949], [-4.292190, -2.065815, 0.792399], [-3.111700, -0.889795, 1.027199], [-2.520930, -0.742745, -1.371481], [-4.470690, -3.015635, -1.647701], [-2.681060, -3.109325, -1.737851], [-2.802480, -1.349255, -4.977981], [-1.846960, -2.547075, -3.963431], [-2.204370, -0.881895, -3.475941], [-4.550990, -0.268785, -2.359521], [-4.476330, 0.423775, -1.039421], [0.746200, 0.391485, -4.694201], [0.292600, 0.444485, -3.852971], [0.667120, -0.526935, -4.952051], [3.776310, -1.798355, -1.862131], [3.258550, -1.504385, -1.112641], [3.752580, -2.753855, -1.810261], [3.504410, 0.746725, -4.405881], [2.553120, 0.663385, -4.471821], [3.804700, -0.125855, -4.151601], [0.720320, -2.361015, -4.928521], [0.035100, -2.900435, -5.323141], [1.365300, -2.990445, -4.605941]], "forces_ev_per_a": [[-1.6, 0.8, 0.5], [0.8, 1.0, -0.2], [-1.0, -1.3, -0.3], [1.3, 0.8, 1.2], [-0.2, -1.9, -0.2], [1.3, -1.0, -0.9], [-0.1, 0.5, 0.8], [-0.1, 0.2, 0.0], [0.1, -0.2, -0.3], [0.3, 0.1, -0.3], [-0.2, -0.4, -0.5], [-0.3, 0.3, 0.6], [0.0, 0.9, 0.0], [0.1, 0.5, -0.6], [-0.4, -0.3, 0.2], [0.0, 0.1, 0.2], [0.3, -0.2, -0.2], [-1.0, -0.6, -0.6], [-1.6, -0.1, 0.7], [0.3, -0.5, -1.4], [0.1, -1.0, 0.2], [-0.1, 1.6, -0.6], [0.5, -0.1, -0.9], [0.1, 0.2, -0.3], [0.1, 0.3, 0.6], [0.5, 0.3, 0.1], [0.1, 0.5, 0.1], [0.1, 0.3, -0.1], [0.2, -0.5, 0.5], [-0.2, 0.5, 0.3], [0.2, -0.4, 0.5], [0.1, -0.7, -0.3], [0.4, 0.0, 0.7], [0.2, 0.2, 0.5], [0.4, 0.9, -2.0], [-0.2, -1.1, 1.9], [0.6, -0.5, -0.6], [1.1, -0.3, 0.4], [-0.5, -0.7, 0.6], [-0.5, 0.3, -1.1], [0.2, -0.2, -0.1], [0.0, -0.2, 0.3], [-0.1, 0.1, -0.1], [0.7, -0.5, 0.4], [-0.3, 0.0, 0.2], [-0.4, -0.3, -0.6], [0.1, -0.1, 0.1], [-0.4, 0.1, -0.3], [0.4, 0.1, -0.3], [-0.1, -0.4, 0.6], [-0.7, 2.4, 0.3], [-0.4, 0.0, -0.8], [-0.3, -0.2, 1.0], [0.1, -0.3, 0.0], [-1.0, -0.2, -1.5], [1.3, 0.5, 0.7], [0.2, 0.6, -0.1], [0.0, 0.3, -0.1], [-0.1, 0.1, 0.1], [0.2, 0.3, 0.0], [0.0, -0.2, -0.2], [0.2, 0.0, 0.3], [-0.1, -0.3, 0.3], [-0.2, 0.0, -0.1], [0.3, -0.7, -0.2], [-0.3, 0.2, 0.4], [0.3, 0.4, 0.0], [-0.2, -0.2, 0.2], [0.2, 1.4, 0.6], [0.0, -1.8, -0.6], [1.4, 1.5, -0.2], [0.2, 1.5, 0.6], [-1.4, -1.9, 0.0], [-0.5, 1.0, -0.3], [0.4, -0.4, -0.1], [0.0, 0.1, 0.0], [0.1, -0.2, -0.1], [0.3, 0.0, 0.0], [-0.2, 0.2, 0.2], [0.0, -0.3, 0.2], [-0.3, -0.6, -0.7], [0.1, -0.6, 0.0], [0.1, 0.7, 0.1], [-0.1, -0.2, 0.2], [-0.6, -0.6, 0.2], [-1.0, -0.5, 0.1], [0.2, 0.6, -1.8], [0.8, -0.2, 0.4], [-0.7, -0.8, 0.6], [-0.6, -0.2, -0.8], [-0.4, 0.0, 0.3], [-0.4, 0.2, 0.2], [-0.2, 0.2, -0.2], [0.1, 0.0, 0.2], [0.0, 0.2, -0.7], [0.5, 0.0, 0.1], [-0.3, 0.1, 0.6], [0.2, 0.4, 0.0], [0.4, 0.3, 0.5], [0.1, -0.3, 0.0], [0.4, 0.8, 0.1], [0.8, -0.3, 0.5], [0.8, 0.0, 0.3], [0.1, -1.3, -0.7], [1.0, -0.4, 0.1], [-0.7, 1.0, -1.3], [-1.3, -0.1, 0.9], [0.4, 0.9, 0.1], [0.0, 0.0, 0.0], [-0.1, -0.1, -0.1], [0.0, 0.0, 0.0], [-0.4, 0.4, 1.0], [0.2, 0.4, 0.1], [-0.5, -0.7, 0.1], [-0.1, 0.3, -0.2], [0.7, 0.0, -0.1], [0.0, 0.1, 0.3], [0.6, -0.2, -0.8], [-0.7, -0.1, 0.5], [0.5, 0.9, 0.7], [-0.5, -1.8, -0.6], [0.2, 0.3, 0.7], [-1.2, 0.2, -0.2], [0.8, 0.5, 0.5], [0.9, 1.2, 0.0], [-0.3, -0.5, -0.1], [0.0, -0.5, -0.5], [0.1, 0.4, -0.2], [0.1, 0.3, 0.1], [0.1, -0.2, -0.1], [0.2, -0.5, -0.3], [-0.4, -0.7, -0.2], [0.5, 0.1, -0.5], [0.3, 0.0, 0.4], [-0.6, -0.5, -0.8], [-0.7, 0.4, 0.9], [0.2, 0.7, -0.3], [-0.4, 0.1, 0.5], [0.1, -0.5, -0.1], [0.4, -0.1, -0.7], [-0.5, 0.3, 0.7], [0.1, -0.2, 0.0], [0.7, 0.3, 0.1], [-0.8, -0.1, -0.2], [0.2, -0.2, 0.2], [-0.1, -0.1, 0.0], [-0.3, -0.1, -0.2], [0.3, 0.0, 0.1]], "multiplicity": 1, "e_tot_ha": -2617.46839, "lumo_energy_ha": 0.006, "relative_energy_kcal_mol": 75.3, "fmax_ev_per_a": 2.56, "smiles": "COC[C@H](C)N.COC[C@H](C)N.COC[C@H](C)N.COC[C@H](C)N.COC[C@H](C)N.COC[C@H](C)N.COC[C@H](C)N.COC[C@H](C)N.O.O.O.O"}